No. 1
{
  "formula": "C17H20NO8P2SeV",
  "method": "the ωB97M-V functional and the def2-TZVPD basis",
  "spin_multiplicity": 2,
  "de_lowest_kj_mol": 53.6,
  "charge": -1,
  "e_tot_ha": -5344.5799,
  "homo_energy_ev": [-3.413, -4.010],
  "max_force_ev_per_a": 1.56,
  "homo_lumo_gap_ha": [0.2072, 0.2301],
  "s_squared": 0.8580,
  "symbols": ["C", "C", "O", "C", "O", "H", "N", "C", "H", "H", "O", "H", "H", "H", "H", "H", "C", "C", "C", "C", "H", "H", "O", "H", "H", "C", "Se", "O", "C", "O", "H", "O", "H", "C", "P", "C", "H", "O", "C", "H", "C", "H", "C", "C", "H", "P", "H", "C", "V", "H"],
  "positions_angstrom": [[2.1890, -1.4931, -1.8735], [-2.0249, 1.2452, 2.5212], [-2.1572, 0.9532, -0.3629], [2.3296, -0.8532, -0.6397], [-0.9968, -1.6784, -1.2355], [3.0785, -1.2345, -4.6172], [-5.3042, 3.4018, 4.1708], [-3.1037, 1.4920, 0.2629], [1.3795, 2.1201, 1.5866], [1.1220, 1.7153, -2.2888], [-5.2371, 3.7204, 5.3486], [2.7785, -3.1846, -3.0479], [4.5705, -2.9576, 0.8191], [-1.2022, 1.3138, 4.4960], [-3.1283, 2.5588, 5.4753], [-0.0870, -2.8698, -3.2056], [0.4152, -2.2751, -3.9707], [2.4497, -0.3664, -4.4045], [-3.1003, 2.2968, 4.4275], [3.9157, -2.5509, 0.0583], [-3.9304, 1.9109, -0.3121], [2.7012, 1.9466, -1.4920], [-0.0157, -2.1231, 1.0571], [3.2868, -0.9337, 1.2836], [1.7936, 0.5268, 2.1876], [1.6238, 1.8691, -1.3347], [-1.2701, -2.6817, 0.0950], [-6.2444, 3.6708, 3.4398], [1.9388, 1.2132, 1.3560], [-1.0060, 0.5889, 2.0522], [2.9965, 1.4573, 1.2393], [-2.5910, -1.9309, 0.7595], [3.0768, 0.4332, -4.0077], [3.1968, -1.3909, 0.3111], [1.1935, 0.5139, -0.1647], [-4.1704, 2.6554, 3.5994], [-5.0134, 2.6737, 1.6535], [-1.3169, -4.2664, -0.2152], [-2.0456, 1.6126, 3.8875], [1.2610, 2.8013, -0.8957], [3.7572, -3.2018, -1.1542], [1.1667, -2.8776, -4.4837], [2.8989, -2.6677, -2.1040], [-3.1113, 1.6611, 1.6927], [-0.3360, -1.9637, -4.6977], [1.1130, -0.7638, -3.1942], [4.2905, -4.1220, -1.3592], [-4.1793, 2.3560, 2.2665], [-0.9523, -0.3056, 0.3509], [2.0014, -0.0155, -5.3366]],
  "forces_ev_per_angstrom": [[0.0, 0.0, -0.3], [0.5, -0.1, -0.3], [-0.7, 0.0, 0.0], [-0.2, 0.1, 0.3], [0.1, -0.2, 0.3], [0.0, 0.0, 0.0], [0.4, -0.2, -0.2], [0.3, 0.2, 0.2], [0.0, 0.0, 0.0], [0.0, 0.0, 0.1], [-0.1, 0.0, -0.2], [0.0, 0.0, 0.0], [0.0, 0.0, 0.0], [0.0, 0.0, 0.0], [0.0, 0.0, 0.0], [0.0, 0.1, 0.0], [0.0, 0.0, 0.0], [0.0, -0.1, -0.1], [0.1, 0.0, 0.1], [-0.1, 0.1, 0.0], [-0.1, 0.0, 0.0], [0.0, 0.0, 0.0], [-0.3, 0.0, -0.3], [0.0, 0.1, 0.1], [0.0, 0.0, 0.0], [-0.1, 0.1, 0.0], [-0.4, -1.5, 0.0], [0.1, 0.0, 0.2], [0.1, -0.1, -0.1], [-0.5, 0.3, 0.6], [0.0, 0.0, 0.0], [0.5, -0.1, -0.2], [0.0, 0.0, 0.0], [0.0, -0.1, 0.0], [0.7, 0.4, -0.1], [-0.5, 0.3, 0.4], [0.0, 0.0, 0.0], [0.0, 0.6, 0.1], [-0.1, 0.0, 0.2], [0.0, 0.0, 0.0], [-0.1, 0.1, 0.0], [0.0, 0.0, 0.0], [0.1, 0.0, 0.0], [-0.1, 0.3, -0.2], [0.0, 0.0, 0.0], [-0.2, -0.3, 0.2], [0.0, 0.0, 0.0], [0.0, 0.0, -0.3], [0.4, 0.3, -0.4], [0.0, 0.0, 0.0]],
  "lowdin_spin": [0.00, 0.03, 0.02, 0.00, 0.02, 0.00, 0.00, 0.12, 0.00, 0.00, 0.00, 0.00, 0.00, 0.00, 0.00, 0.00, 0.00, 0.00, 0.03, 0.00, 0.01, 0.00, 0.00, 0.00, 0.00, 0.00, 0.01, 0.00, 0.01, 0.03, 0.00, 0.01, 0.00, 0.00, 0.01, 0.00, 0.00, 0.00, 0.00, 0.00, 0.00, 0.00, 0.00, 0.01, 0.00, 0.00, 0.00, 0.02, 0.67, 0.00]
}

No. 2
{
  "formula": "C17H21AlIO2",
  "method": "the ωB97M-V functional and the def2-TZVPD basis",
  "de_lowest_kj_mol": 0.0,
  "charge": -1,
  "e_tot_ha": -1351.1887,
  "homo_energy_ev": -5.115,
  "max_force_ev_per_a": 2.21,
  "homo_lumo_gap_ha": 0.2903,
  "symbols": ["C", "C", "H", "H", "H", "C", "H", "C", "C", "H", "H", "C", "C", "C", "H", "H", "H", "H", "H", "H", "H", "H", "C", "H", "O", "H", "H", "H", "I", "C", "C", "C", "O", "C", "H", "H", "C", "C", "H", "Al", "C", "C"],
  "positions_angstrom": [[-3.2560, 0.6009, -1.4520], [-0.2011, 2.1648, -2.9889], [2.4743, -0.4044, 0.9826], [0.0295, 0.9942, 0.0750], [-2.6271, 2.6184, -1.7522], [-1.8347, -0.1763, 2.1302], [3.9716, -2.5234, 0.6149], [-1.2342, 1.1820, -2.4896], [-2.4054, 1.5704, -1.8919], [-0.0480, -0.4842, -3.0743], [4.3412, -0.2444, -2.2724], [-2.5898, -1.3749, 4.0758], [2.4935, 0.0553, -1.1608], [-3.0046, -0.7381, -1.5724], [3.5779, -2.2664, -1.0920], [-1.5743, -2.1648, -2.2943], [-0.2059, 0.8856, 4.8997], [-3.3361, -1.7091, 2.0906], [-1.6529, -0.8359, 5.9298], [3.9798, 1.4829, -1.9525], [1.8520, -0.7031, -1.6277], [-3.6669, -1.5112, -1.2058], [-2.6511, -1.1397, 2.7080], [-4.1749, 0.9043, -0.9577], [0.8234, 2.5483, -2.2496], [-3.2291, -2.1246, 4.5271], [3.0747, 0.5622, -3.1832], [-0.3258, 1.3086, 2.4648], [2.4800, 3.1742, 1.0059], [-1.7069, -0.6490, 4.8638], [-1.8328, -1.1209, -2.1762], [3.2352, -2.0914, -0.0680], [-0.3555, 2.6140, -4.1248], [-0.9588, 0.5553, 2.9185], [-1.8783, 0.0068, 1.0647], [2.2537, -2.5447, 0.0664], [-0.9771, -0.1539, -2.6215], [-0.8930, 0.3171, 4.2852], [4.1102, -0.1526, 0.3194], [1.2637, 1.6015, -0.7223], [3.1149, -0.5464, 0.1054], [3.5448, 0.5129, -2.1976]],
  "forces_ev_per_angstrom": [[-1.9, 0.3, 1.0], [0.3, 1.5, -1.6], [0.2, 0.3, 0.1], [-0.2, 0.3, 0.0], [-0.1, 0.1, 0.0], [-0.1, 0.0, 0.0], [-0.2, -0.1, 0.1], [1.0, 0.6, 0.1], [0.3, 0.7, -0.1], [0.0, 0.2, 0.0], [0.2, 0.2, -0.1], [0.0, 0.0, 0.0], [-0.1, 1.5, 0.0], [0.1, -0.9, 0.0], [0.0, -0.3, 0.1], [0.0, 0.0, 0.0], [0.0, 0.0, 0.0], [0.0, 0.0, 0.0], [0.0, 0.0, 0.0], [0.1, 0.0, 0.0], [0.0, -0.1, 0.1], [-0.2, 0.2, 0.1], [0.0, 0.0, 0.0], [0.0, 0.0, 0.0], [-0.8, -1.2, 0.7], [0.0, 0.0, 0.0], [0.1, 0.3, 0.0], [0.0, -0.1, 0.0], [-0.1, 0.0, -0.2], [0.0, 0.0, 0.0], [-0.1, -0.6, 0.0], [0.4, 0.9, -0.2], [-0.1, -0.5, 0.9], [0.1, 0.1, 0.1], [0.1, 0.0, 0.0], [0.1, -0.2, 0.0], [1.4, -0.8, -0.7], [-0.1, 0.0, 0.0], [-0.1, 0.3, 0.0], [0.3, -0.5, 0.0], [-0.4, -1.3, -0.2], [-0.3, -1.0, 0.2]],
  "nbo_charge": [-0.16, 0.78, 0.20, -0.47, 0.22, -0.15, 0.19, -0.10, -0.21, 0.22, 0.17, -0.23, -0.78, -0.25, 0.19, 0.21, 0.21, 0.20, 0.20, 0.20, 0.19, 0.21, -0.23, 0.20, -0.85, 0.20, 0.20, 0.24, -0.54, -0.23, -0.19, -0.60, -0.62, -0.21, 0.22, 0.20, -0.21, -0.22, 0.20, 1.45, -0.39, -0.61]
}